Entry 1:
A structure of composition C36H99N9O9 in a non-equilibrium geometry, computed with wB97M-V/def2-TZVPD.

Geometry (Å):
H1 0.116 13.917 -13.954
H2 2.721 13.931 -12.993
H3 8.839 11.090 -15.336
H4 3.743 12.376 -11.319
H5 10.462 11.840 -15.494
H6 9.738 10.657 -16.691
H7 -0.903 18.305 -12.028
H8 4.212 5.360 -9.504
H9 0.065 12.136 -15.415
H10 3.999 7.558 -12.637
C1 6.221 18.050 -16.904
H11 6.139 19.104 -16.638
H12 2.161 15.691 -9.214
H13 1.872 18.256 -9.803
H14 0.404 12.488 -17.042
H15 9.575 14.022 -18.150
C2 5.096 5.865 -9.894
C3 3.741 12.305 -9.541
H16 -1.391 17.297 -17.513
C4 6.154 12.845 -15.707
N1 -0.544 18.609 -14.506
H17 1.989 18.473 -14.651
C5 3.800 7.826 -10.389
C6 5.603 15.685 -11.661
H18 6.924 16.635 -14.421
H19 0.850 17.004 -9.296
H20 6.460 12.045 -16.381
H21 7.987 16.771 -17.371
H22 2.137 13.097 -17.346
H23 0.381 17.553 -17.572
C7 1.708 17.585 -14.084
H24 1.862 15.595 -14.592
H25 4.298 14.622 -12.619
C8 0.042 12.960 -16.129
H26 7.165 19.398 -18.629
C9 3.111 12.786 -17.724
H27 3.947 13.872 -7.675
C10 -0.421 16.818 -17.642
C11 4.146 16.906 -19.172
O1 3.160 13.582 -9.521
N2 3.560 8.468 -12.678
H28 1.989 17.093 -10.694
H29 8.171 12.262 -17.468
H30 -0.665 18.097 -15.368
O2 3.847 17.322 -11.273
O3 6.040 17.849 -18.327
H31 0.709 19.212 -12.108
C12 7.071 18.430 -19.121
H32 4.048 9.003 -13.382
C13 1.032 15.328 -16.662
H33 -0.168 16.794 -13.644
H34 3.216 11.571 -8.930
H35 5.222 15.345 -16.224
H36 4.935 17.482 -18.688
H37 8.014 14.443 -16.375
H38 3.595 17.624 -19.780
C14 2.838 15.614 -8.363
H39 2.041 13.590 -15.738
H40 2.920 11.312 -12.401
N3 8.501 18.406 -16.049
H41 5.346 12.424 -15.107
H42 4.870 14.893 -11.515
H43 6.837 18.708 -20.149
C15 1.049 14.031 -15.833
H44 1.804 16.727 -14.749
H45 1.645 9.423 -11.186
O4 -0.203 15.975 -16.497
N4 0.606 14.545 -14.574
H46 3.036 16.518 -15.243
C16 0.278 17.789 -13.639
H47 3.899 17.365 -9.075
C17 7.549 17.306 -16.528
C18 6.520 15.786 -10.424
C19 0.165 18.278 -12.244
H48 2.304 16.614 -12.434
H49 -0.430 16.331 -18.617
H50 8.077 18.022 -19.025
H51 -1.403 18.994 -14.141
H52 3.704 12.347 -16.922
H53 1.405 15.019 -17.639
H54 8.376 18.782 -15.120
N5 2.215 16.312 -7.265
C20 5.125 15.077 -15.172
H55 2.363 17.956 -17.596
H56 0.166 18.614 -9.666
H57 9.164 14.072 -15.092
H58 2.586 16.065 -6.358
H59 5.843 5.249 -10.395
H60 4.638 15.803 -9.491
C21 9.572 11.506 -16.027
H61 5.648 13.658 -16.227
H62 5.426 17.522 -16.377
H63 -0.905 13.401 -16.440
N6 6.403 15.210 -12.723
H64 4.657 17.117 -13.069
H65 2.240 17.319 -7.332
C22 3.884 11.789 -12.226
H66 3.854 18.060 -17.277
H67 2.151 13.648 -7.773
H68 5.580 6.296 -9.017
H69 2.892 15.579 -11.056
C23 0.876 17.850 -9.982
C24 3.732 9.034 -11.363
H70 5.802 14.992 -13.505
C25 8.344 13.667 -15.685
N7 3.092 17.407 -17.162
H71 -0.028 15.296 -14.806
O5 4.829 6.894 -10.823
H72 2.345 10.657 -11.969
H73 5.492 15.888 -14.543
C26 3.814 15.083 -17.254
C27 3.764 13.968 -13.309
C28 3.318 16.313 -17.997
N8 2.827 15.875 -14.492
H74 5.843 15.989 -9.594
H75 3.244 14.105 -15.430
C29 3.713 14.705 -14.649
H76 6.761 14.279 -12.559
H77 4.832 15.090 -16.864
H78 2.493 10.555 -10.226
H79 4.650 11.035 -12.044
C30 3.034 14.103 -8.222
C31 2.580 9.980 -11.148
H80 1.862 15.968 -16.363
H81 8.257 15.836 -15.241
H82 2.916 12.030 -18.484
H83 3.767 11.770 -10.490
H84 4.562 16.126 -19.810
C32 4.978 16.998 -12.034
H85 3.106 14.862 -16.456
H86 2.866 7.272 -10.298
H87 6.558 15.679 -15.814
H88 6.967 14.816 -10.209
C33 7.310 16.351 -15.400
O6 7.271 13.233 -14.858
C34 2.645 16.583 -11.399
H89 4.800 12.257 -9.284
H90 5.662 17.823 -11.834
H91 7.306 16.523 -10.592
O7 3.732 13.956 -18.195
H92 9.348 17.867 -15.935
C35 4.105 16.357 -8.717
H93 3.997 8.384 -9.474
H94 2.500 17.422 -13.353
O8 4.302 12.631 -13.362
N9 9.956 13.279 -17.581
H95 10.101 12.566 -18.281
H96 4.674 9.583 -11.360
O9 0.745 17.334 -11.327
H97 2.359 16.082 -18.460
H98 5.830 14.252 -15.071
C36 8.924 12.654 -16.785
H99 4.737 16.381 -7.829

LUMO energy   0.588 eV
Relative energy (zero: lowest compared OMol25 entry of this formula, charge and spin)   32.200 eV

Results of the Löwdin charge analysis, in e, for atoms 1 through 6: 0.112, 0.131, 0.074, 0.039, 0.086, 0.073

***

Entry 2:
A cluster of 4 separate species, C2H14N2O3 in total in a non-equilibrium geometry, computed with wB97M-V/def2-TZVPD.

Geometry (Å):
O1 0.979 -1.570 1.165
C1 -0.945 0.475 -1.273
H1 0.890 0.207 -0.403
H2 1.625 -1.284 1.838
N1 0.273 0.990 -0.603
H3 -1.974 -0.604 0.122
H4 1.341 -1.073 -1.647
H5 1.026 -2.544 1.204
H6 -3.088 0.980 1.325
O2 2.288 0.646 2.760
H7 -0.824 -0.501 -1.734
H8 -1.242 1.238 -1.997
N2 -2.037 0.252 -0.375
O3 1.139 -1.666 -2.386
C2 -2.715 1.321 0.362
H9 -2.048 2.173 0.485
H10 2.322 0.156 1.933
H11 -3.584 1.541 -0.267
H12 1.920 -2.234 -2.328
H13 0.766 1.564 -1.279
H14 1.367 0.723 3.017

Total charge   -1
LUMO energy (spin up / spin down)   3.774 / 3.611 eV
Spin multiplicity   2
Relative energy (zero: lowest compared OMol25 entry of this formula, charge and spin)   0.543 eV

Results of the Löwdin charge analysis, in e, for atoms 1 through 6: -0.314, -0.357, -0.018, -0.047, -0.002, 0.064

***

Entry 3:
A structure of composition C59H47GeIN7S3Tl, computed with wB97M-V/def2-TZVPD.

Geometry (Å):
H1 7.452 1.797 0.576
N1 10.334 -1.611 4.001
C1 4.295 -0.287 -0.482
S1 4.174 1.782 3.459
C2 9.441 -1.253 3.370
H2 4.408 -1.360 -0.507
H3 -2.114 -5.892 -2.301
C3 3.700 -4.530 -2.196
C4 3.438 -5.304 1.223
H4 3.331 3.545 4.894
C5 -2.080 1.739 -5.051
C6 6.120 -1.116 1.696
H5 -6.971 0.915 -2.832
H6 -1.688 2.411 1.790
C7 2.863 -2.081 -3.183
C8 -2.680 2.338 -7.304
H7 1.720 -1.912 -1.379
S2 1.384 2.205 2.180
H8 5.155 2.641 0.550
H9 -2.815 -5.183 2.319
H10 9.330 1.019 1.987
H11 5.187 -1.662 1.676
C9 3.595 1.710 -0.726
H12 2.890 2.487 -0.971
C10 -2.560 2.267 1.154
C11 2.804 -3.766 -1.443
H13 -3.593 3.906 2.127
C12 -0.340 -5.368 -1.224
N2 3.343 0.392 -1.045
C13 -2.305 -4.246 2.119
H14 2.544 -1.109 -3.539
C14 7.175 -1.560 2.468
H15 0.052 -9.137 -0.530
C15 6.231 0.087 0.998
Ge1 1.974 -4.434 0.221
C16 -2.249 -1.886 1.972
H16 -1.870 -8.321 -1.859
C17 7.383 0.861 1.113
H17 4.031 -5.496 -1.824
H18 1.796 7.225 -2.699
C18 4.175 -4.079 -3.418
H19 -1.463 3.848 -8.233
N3 1.706 -0.821 2.018
C19 -2.899 1.581 -6.164
H20 -6.801 2.654 -1.084
S3 0.017 2.776 -3.630
H21 -0.425 8.295 -2.523
H22 4.679 4.074 3.857
H23 -0.014 4.149 -6.251
H24 -0.465 -4.306 -1.413
C20 -0.820 3.424 -6.235
H25 -5.611 3.719 0.708
C21 4.723 1.815 0.017
C22 -0.064 -8.076 -0.725
H26 4.874 -4.684 -3.986
C23 3.765 3.479 3.896
H27 -2.477 6.960 -2.874
N4 -0.605 1.971 -2.463
C24 2.393 -2.539 -1.957
C25 -2.534 1.261 0.204
C26 0.743 -5.806 -0.457
C27 -0.349 7.244 -2.771
H28 3.046 3.856 3.167
C28 -1.504 6.495 -2.970
C29 -4.769 3.046 0.578
C30 4.766 -4.920 1.029
C31 5.787 -5.406 1.836
C32 -3.910 0.164 -1.601
H29 -5.102 -0.705 -3.133
H30 -3.706 0.860 -6.133
C33 1.118 -3.034 1.169
H31 -2.716 -0.906 2.019
C34 -1.636 3.258 -7.341
C35 4.185 -6.685 3.078
H32 1.959 4.805 -3.229
I1 -2.403 -1.255 -1.930
H33 -4.024 -2.971 2.509
C36 -1.274 -6.261 -1.725
C37 0.993 5.293 -3.175
H34 -3.317 2.210 -8.171
C38 8.431 0.424 1.898
C39 -1.056 2.668 -5.093
Tl1 0.052 0.295 0.075
C40 -3.731 1.155 -0.587
H35 2.146 -6.478 2.480
H36 -0.442 -5.195 1.734
C41 3.752 -2.850 -3.915
C42 -2.979 -3.030 2.235
C43 -5.028 0.074 -2.386
N5 2.812 -0.134 2.524
C44 -1.412 5.149 -3.278
C45 0.897 6.647 -2.872
N6 -0.972 -1.880 1.603
H37 4.125 -2.492 -4.868
C46 -5.992 1.948 -1.244
H38 3.083 -2.246 1.529
H39 -2.308 4.555 -3.423
C47 0.866 -7.172 -0.221
C48 -1.138 -7.621 -1.474
H40 -1.542 2.279 -2.198
H41 7.087 -2.487 3.019
H42 5.010 -4.229 0.229
C49 -0.976 -4.256 1.772
H43 1.705 -7.545 0.358
N7 5.164 0.518 0.208
C50 2.009 -1.998 1.574
C51 -3.651 3.144 1.355
H44 3.947 -7.367 3.886
C52 -0.291 -3.044 1.499
H45 -2.217 1.141 -4.156
C53 5.499 -6.294 2.862
C54 2.668 1.137 2.646
C55 -0.160 4.555 -3.385
C56 3.170 -6.187 2.271
C57 8.337 -0.794 2.569
H46 6.292 -6.668 3.500
C58 -4.839 2.048 -0.423
C59 -6.088 0.989 -2.208
H47 6.810 -5.087 1.667

Total charge   -2
LUMO energy   3.550 eV
Relative energy (zero: lowest compared OMol25 entry of this formula, charge and spin)   0.000 eV

Results of the Löwdin charge analysis, in e, for atoms 1 through 6: 0.112, 0.124, -0.158, 0.743, -0.199, 0.121

***

Entry 4:
A structure of composition C35H53CaNOP2Sb in a non-equilibrium geometry, computed with wB97M-V/def2-TZVPD.

Geometry (Å):
H1 -4.520 2.188 0.381
H2 -1.959 2.387 -0.025
C1 6.126 -0.399 -0.725
H3 1.605 2.598 -2.970
C2 2.914 -3.086 1.551
H4 7.773 -0.057 0.636
C3 5.939 0.842 1.345
H5 -4.726 -2.743 0.772
H6 1.564 6.591 1.274
C4 -4.625 -1.634 0.961
H7 2.587 -0.410 2.925
H8 -6.009 2.061 -1.639
H9 0.182 -5.010 2.632
H10 3.334 3.519 -1.191
H11 1.667 -4.573 3.517
C5 1.451 -3.548 1.583
H12 1.222 -2.014 -4.849
C6 1.686 2.888 0.079
H13 -3.827 -0.649 -4.355
H14 -2.220 -0.998 2.958
H15 -1.548 -3.649 1.395
C7 4.767 -0.188 -0.983
C8 1.566 -0.826 -3.068
H16 1.712 -1.714 -2.434
C9 1.592 5.558 0.929
C10 -3.127 -0.237 -2.364
H17 -5.903 -0.181 0.167
C11 -1.343 -2.896 2.171
C12 1.147 -2.266 4.549
Ca1 -0.704 -1.060 -0.855
C13 1.643 0.471 -2.533
H18 -4.755 0.633 -3.550
C14 -4.057 2.093 -0.624
H19 3.549 -3.944 1.285
H20 -5.047 -1.368 1.943
H21 -5.471 -1.389 -1.075
C15 2.584 3.824 -0.458
C16 -5.060 2.616 -1.658
C17 0.719 3.290 1.011
H22 1.167 -1.711 5.497
C18 -1.962 0.623 -2.885
H23 3.232 5.881 -0.449
C19 2.528 5.154 -0.029
C20 -5.077 -0.792 -0.231
Sb1 1.876 0.787 -0.384
H24 -0.051 4.921 2.193
C21 3.994 0.535 -0.066
C22 1.318 -1.004 -4.437
H25 4.317 -0.581 -1.900
C23 1.329 1.403 -4.751
H26 0.497 -3.135 4.704
H27 1.752 -5.605 2.085
C24 6.716 0.111 0.437
H28 6.384 1.246 2.253
H29 6.723 -0.968 -1.440
H30 -1.538 -2.577 -1.193
P1 -3.784 0.330 -0.785
C25 1.532 1.587 -3.376
N1 -3.118 -1.419 1.126
P2 0.285 -2.110 1.785
H31 -2.926 3.855 -0.148
H32 1.266 2.275 -5.412
C26 -4.257 -0.335 -3.397
H33 -4.654 2.592 -2.677
H34 -2.363 3.055 -1.627
H35 -2.861 -2.108 0.511
H36 -5.291 3.663 -1.419
H37 -3.355 -2.464 2.901
C27 -2.651 -0.208 0.550
H38 -1.454 0.082 -3.701
H39 -1.236 -3.465 3.113
O1 -1.521 0.239 0.948
H40 -5.018 -1.078 -3.120
C28 -2.523 -1.908 2.429
H41 3.257 -2.715 2.526
H42 0.004 2.571 1.420
H43 1.185 0.656 2.670
H44 -0.326 -0.937 3.756
H45 -2.762 -1.272 -2.180
H46 -1.201 0.913 -2.134
C29 -2.739 2.879 -0.614
C30 1.603 -0.123 3.319
C31 4.578 1.063 1.093
H47 3.094 -2.301 0.803
C32 0.663 -1.322 3.457
C33 0.685 4.619 1.446
H48 2.172 -2.615 4.372
H49 3.986 1.651 1.800
H50 1.180 -3.888 0.568
H51 1.050 -0.028 -6.351
H52 -2.347 1.560 -3.312
C34 1.237 -4.738 2.520
H53 1.760 0.323 4.313
C35 1.212 0.110 -5.282

Total charge   +1
LUMO energy   -1.815 eV
Relative energy (zero: lowest compared OMol25 entry of this formula, charge and spin)   2.493 eV

Results of the Löwdin charge analysis, in e, for atoms 1 through 6: 0.132, 0.050, -0.081, 0.092, -0.109, 0.106

***

Entry 5:
A structure of composition C31H51HoN6O5PS in a non-equilibrium geometry, computed with wB97M-V/def2-TZVPD.

Geometry (Å):
N1 1.941 4.548 0.378
C1 -3.759 -2.451 1.946
C2 2.369 4.292 -0.993
H1 -4.536 2.250 2.295
C3 5.016 1.012 -0.067
H2 -2.780 1.466 -3.091
H3 -3.781 5.427 -1.877
C4 0.085 -1.788 -2.729
C5 2.445 -2.883 -2.012
C6 2.422 5.798 0.984
O1 0.777 2.599 0.684
C7 -4.684 -3.412 1.208
H4 1.810 3.460 -1.413
C8 3.661 1.195 0.069
Ho1 0.338 0.749 -0.566
H5 0.701 0.205 2.014
H6 -1.144 5.434 -2.216
C9 -3.984 1.313 2.257
C10 1.154 -1.420 3.450
H7 -4.017 2.978 -1.646
C11 -3.230 4.777 -2.555
H8 0.859 -5.723 -2.707
H9 1.878 -1.007 1.456
O2 -1.376 -0.410 -0.444
H10 3.436 4.070 -1.017
H11 -0.860 -1.329 -2.992
H12 2.141 6.636 0.350
C12 2.170 -1.550 -1.803
H13 -2.167 2.343 1.711
H14 -3.118 -2.676 -1.091
C13 -2.186 0.082 3.377
H15 -4.214 -4.738 -0.478
C14 -2.750 -3.152 -0.181
C15 0.953 -0.864 2.016
H16 8.058 -1.552 -2.020
H17 -4.261 -1.548 2.276
H18 -5.386 -2.852 0.588
H19 -0.939 -3.581 1.917
H20 -3.310 -2.941 2.815
C16 6.951 -0.247 -1.075
H21 -1.752 -3.549 -0.375
H22 7.432 -0.352 -0.095
C17 -3.720 -4.211 0.335
H23 -5.253 -4.033 1.896
H24 -4.220 0.280 4.179
H25 -1.363 0.461 3.983
H26 -3.188 -4.947 0.942
N2 -0.128 -1.679 1.394
N3 -1.870 0.276 1.929
C18 -1.800 4.580 -2.061
H27 1.982 5.929 1.969
H28 0.716 -3.479 4.067
H29 -2.300 -0.976 3.598
C19 0.307 -3.109 -3.023
S1 -1.154 3.171 -2.992
H30 -2.902 2.578 -4.464
C20 1.772 -5.148 -2.891
C21 0.247 -2.657 3.530
C22 -2.698 1.421 1.457
H31 3.084 -6.455 -2.261
C23 4.538 -0.876 -1.437
H32 3.384 -3.307 -1.686
C24 5.480 -0.036 -0.858
O3 7.120 -1.387 -1.877
H33 -0.461 -3.677 -3.531
N4 -2.724 -2.146 0.925
H34 7.363 0.654 -1.545
H35 -4.633 0.564 1.805
C25 3.191 -0.650 -1.217
C26 -3.832 3.376 -2.645
O4 2.833 -5.548 -2.056
H36 2.189 5.185 -1.590
P1 -1.590 -1.013 0.958
C27 -3.486 0.874 3.637
H37 -3.231 5.258 -3.535
N5 2.743 0.400 -0.505
H38 0.801 -3.546 1.631
H39 0.928 -0.682 4.217
C28 -2.804 2.516 -3.380
H40 2.197 -1.706 3.574
C29 -0.035 -3.000 2.072
H41 5.702 1.683 0.433
H42 -1.764 4.258 -1.018
H43 4.867 -1.690 -2.064
O5 -0.548 2.220 -1.937
H44 -3.265 1.747 4.249
C30 1.502 -3.693 -2.634
C31 1.207 3.716 1.072
H45 -2.838 1.380 0.378
H46 -4.780 3.375 -3.181
H47 -0.684 -2.425 4.041
H48 0.964 4.054 2.082
N6 0.982 -1.000 -2.116
H49 3.507 5.769 1.074
H50 2.022 -5.264 -3.952
H51 3.280 2.006 0.675

Total charge   +3
LUMO energy (spin up / spin down)   -7.589 / -7.570 eV
Spin multiplicity   5
Relative energy (zero: lowest compared OMol25 entry of this formula, charge and spin)   0.279 eV

Results of the Löwdin charge analysis, in e, for atoms 1 through 6: -0.142, -0.156, 0.004, 0.125, 0.025, 0.098

***

Entry 6:
An isolated molecule of C5H9NO, computed with wB97M-V/def2-TZVPD.

Geometry (Å):
C1 -0.020 -1.010 0.320
H1 -2.153 1.145 -1.084
C2 -1.379 -0.757 -0.269
H2 -1.409 -1.193 -1.275
N1 0.424 -2.017 0.913
H3 1.401 -1.873 1.183
H4 2.251 0.234 1.512
O1 0.736 0.160 0.087
H5 2.751 -0.352 -0.074
C3 -1.465 0.772 -0.322
H6 0.254 1.145 -1.652
C4 2.271 0.501 0.439
H7 -1.779 1.165 0.650
H8 -2.155 -1.235 0.331
H9 0.296 2.131 -0.166
C5 -0.024 1.183 -0.594

LUMO energy   0.739 eV
Relative energy (zero: lowest compared OMol25 entry of this formula, charge and spin)   4.884 eV

Results of the Löwdin charge analysis, in e, for atoms 1 through 6: -0.375, 0.119, -0.089, 0.133, 0.197, 0.059

***

Which value of relative energy (zero: lowest compared OMol25 entry of this formula, charge and spin) does entry 3 give? 0.000 eV